1.
{
  "formula": "C2H6N3",
  "method": "ωB97M-V with the def2-TZVPD basis set",
  "homo_lumo_gap_ev": 11.27,
  "charge": 1,
  "relative_energy_kj_mol": 283.8,
  "smiles": "CN1NC1=[NH2+]",
  "elements": ["C", "C", "N", "N", "N", "H", "H", "H", "H", "H", "H"],
  "coordinates": [[-0.8164, 0.1381, -0.0712], [1.6747, -0.2805, 0.0723], [-0.3220, 1.3573, 0.1893], [0.4414, 0.2130, -0.4681], [-1.8646, -0.5956, 0.0065], [1.7714, -1.3256, -0.2187], [2.4856, 0.2899, -0.3763], [1.7134, -0.1862, 1.1591], [-0.4990, 2.1817, -0.3790], [-2.7531, -0.2087, 0.3107], [-1.8316, -1.5836, -0.2246]],
  "forces_ev_per_angstrom": [[0.65, 0.49, -0.26], [0.67, -0.15, 0.60], [0.05, 0.03, 1.18], [-1.03, 0.12, -1.08], [-0.32, -0.31, 0.09], [-0.02, 0.03, -0.03], [-0.06, -0.09, 0.02], [-0.07, 0.01, 0.00], [-0.09, -0.27, -0.49], [0.17, 0.02, -0.06], [0.06, 0.13, 0.04]],
  "mulliken_charge": [0.661, -0.739, -0.365, -0.104, -0.270, 0.344, 0.265, 0.347, 0.295, 0.280, 0.287]
}

---

2.
{
  "formula": "C2H6N3O2",
  "method": "ωB97M-V with the def2-TZVPD basis set",
  "homo_lumo_gap_ev": 11.00,
  "charge": 1,
  "relative_energy_kj_mol": 475.4,
  "elements": ["C", "C", "N", "N", "N", "O", "O", "H", "H", "H", "H", "H", "H"],
  "coordinates": [[-0.0959, 0.3636, -0.1772], [-0.8525, -0.6869, -0.8028], [-0.6325, -0.9598, 0.6192], [-0.3493, 1.6204, 0.2168], [1.7374, -0.0593, -0.1078], [1.9008, -1.0981, 0.3988], [2.3702, 0.8322, -0.4929], [-0.1172, -1.3580, -1.2900], [-1.8057, -0.3483, -1.3049], [-0.0051, -1.7705, 0.7962], [-1.2415, -0.6965, 1.2661], [-1.0974, 2.0892, -0.0775], [0.1886, 2.0720, 0.9559]],
  "forces_ev_per_angstrom": [[3.60, -0.34, 1.52], [0.17, 0.91, -1.73], [2.92, -1.51, -2.84], [3.48, -2.83, 1.40], [-5.51, 2.03, -0.11], [1.63, -2.04, 0.45], [2.07, 0.90, -0.53], [-1.27, 0.32, -0.56], [0.73, -1.34, 0.88], [-0.60, 1.02, 0.15], [-3.53, 1.03, 3.45], [-3.66, 2.24, -1.68], [-0.04, -0.39, -0.41]],
  "mulliken_charge": [0.599, -0.495, -0.249, -0.360, 0.872, -0.526, -0.448, 0.318, 0.318, 0.304, 0.219, 0.205, 0.244]
}

---

3.
{
  "formula": "C2H6N3O3S",
  "method": "ωB97M-V with the def2-TZVPD basis set",
  "s_squared": 2.01,
  "homo_lumo_gap_ev": [5.62, 5.39],
  "spin_multiplicity": 3,
  "charge": 1,
  "elements": ["C", "C", "N", "N", "N", "O", "O", "O", "S", "H", "H", "H", "H", "H", "H"],
  "coordinates": [[-1.6263, 0.2614, 0.5055], [5.4350, -1.1950, 0.3872], [-1.8963, -0.3800, -0.6084], [6.3365, -1.8368, -0.0005], [-2.6062, 0.5666, 1.3229], [4.6481, -0.4083, 0.7436], [2.1660, 2.4797, 0.4043], [3.2412, 0.9670, -1.2182], [3.2105, 1.2931, 0.1642], [-2.8394, -0.6673, -0.8716], [-1.1582, -0.6303, -1.2440], [6.7333, -2.7212, -0.2039], [1.6565, 2.9387, -0.2732], [-3.5797, 0.3180, 1.1441], [-2.4175, 1.0493, 2.1843]],
  "forces_ev_per_angstrom": [[-3.57, -1.01, -0.93], [0.08, 0.36, 0.00], [1.48, 0.38, 0.35], [0.84, -0.40, -0.37], [1.41, 0.40, 0.41], [0.17, -0.83, 0.65], [-1.32, 1.28, 0.86], [-0.06, -0.76, -3.14], [-0.17, 0.89, 2.50], [0.20, 0.15, 0.21], [0.23, -0.07, -0.21], [-0.07, -0.31, 0.01], [0.44, -0.24, -0.51], [0.31, 0.00, -0.09], [0.03, 0.16, 0.27]],
  "mulliken_charge": [0.593, 0.491, -0.304, -0.286, -0.314, -0.496, -0.501, -0.445, 0.619, 0.244, 0.270, 0.282, 0.339, 0.243, 0.265]
}

---

4.
{
  "formula": "C2H6N3OS",
  "method": "ωB97M-V with the def2-TZVPD basis set",
  "homo_lumo_gap_ev": 9.63,
  "charge": 1,
  "relative_energy_kj_mol": 448.3,
  "elements": ["C", "C", "N", "N", "N", "O", "S", "H", "H", "H", "H", "H", "H"],
  "coordinates": [[-0.5293, -0.0194, 0.1947], [-2.0676, -0.0944, 0.2835], [3.1532, 0.9139, -0.6570], [0.3102, 0.8729, 0.5908], [0.0184, -1.1431, -0.3529], [1.4339, -1.1769, -0.3926], [2.2730, 0.1214, 0.2429], [-2.5154, 0.6450, 1.0305], [-2.1855, -1.1747, 0.6600], [-2.5971, -0.1502, -0.6174], [3.2195, 1.4975, -1.5222], [0.0016, 1.7244, 0.9996], [-0.5149, -2.0164, -0.4599]],
  "forces_ev_per_angstrom": [[-0.70, -1.32, -0.87], [1.14, -1.14, 3.18], [-1.37, -0.24, 0.54], [0.91, -1.47, -0.71], [-0.47, 1.40, 0.42], [-1.09, -0.19, -0.31], [1.01, 1.75, -0.55], [0.73, -1.12, -1.18], [-0.27, 1.65, 0.08], [-0.37, 0.64, -1.63], [-0.46, -1.15, 0.81], [-0.13, 0.78, 0.27], [1.07, 0.40, -0.06]],
  "mulliken_charge": [0.816, -0.983, -0.304, -0.471, -0.147, -0.252, 0.543, 0.319, 0.280, 0.351, 0.335, 0.220, 0.293]
}

---

5.
{
  "formula": "C2H6N3OS",
  "method": "ωB97M-V with the def2-TZVPD basis set",
  "homo_lumo_gap_ev": 10.58,
  "charge": 1,
  "relative_energy_kj_mol": 434.1,
  "elements": ["C", "C", "N", "N", "N", "O", "S", "H", "H", "H", "H", "H", "H"],
  "coordinates": [[0.0614, 0.1115, -0.5760], [0.7401, 0.9966, -1.5623], [-0.5245, -0.4708, 2.7184], [-1.0182, 0.3791, 0.1256], [0.5185, -1.1028, -0.3330], [-0.2787, -1.8107, 0.6801], [-1.3302, -0.8853, 1.5502], [0.2788, 2.0072, -1.5612], [0.5811, 0.4418, -2.5592], [1.7499, 1.0981, -1.2689], [-0.6938, -0.4596, 3.7891], [-1.3722, 1.2713, -0.2391], [1.2877, -1.5764, -0.7637]],
  "forces_ev_per_angstrom": [[-0.19, -1.31, 0.95], [-2.04, -0.60, -1.30], [-0.26, -0.03, 1.84], [0.61, 0.91, -1.20], [-1.50, 0.02, 1.57], [1.59, 0.34, -2.49], [0.42, 0.96, 0.84], [0.22, -0.77, -0.22], [0.63, 1.28, 1.22], [1.26, 0.00, -0.08], [-0.18, 0.07, -2.78], [-0.84, -0.30, 1.38], [0.29, -0.57, 0.27]],
  "mulliken_charge": [0.709, -1.075, -0.363, -0.320, -0.039, -0.247, 0.441, 0.372, 0.328, 0.349, 0.360, 0.246, 0.239]
}

---

6.
{
  "formula": "C2H6N4",
  "method": "ωB97M-V with the def2-TZVPD basis set",
  "homo_lumo_gap_ev": [8.49, 8.49],
  "relative_energy_kj_mol": 584.5,
  "elements": ["C", "C", "N", "N", "N", "N", "H", "H", "H", "H", "H", "H"],
  "coordinates": [[0.2925, -1.2165, 0.1834], [-1.4271, 0.3474, -0.1730], [1.6518, -0.7809, -0.3077], [1.9470, 0.3866, -0.2095], [1.2737, 1.2595, 0.3737], [-0.3513, -0.1597, 0.7044], [-0.2480, -1.5802, -0.7557], [0.6543, -1.8382, 1.0410], [-1.2194, 0.6528, -1.2284], [-2.2428, -0.3806, -0.4387], [-1.8446, 1.0509, 0.4486], [1.5137, 2.2589, 0.3618]],
  "forces_ev_per_angstrom": [[-0.78, -0.35, 0.16], [0.18, -1.62, -1.25], [2.88, 0.18, -1.75], [-0.10, -0.23, 0.14], [-1.17, -0.22, 0.68], [-1.39, 1.47, -0.38], [1.03, -0.59, 1.42], [-0.74, -0.48, -1.13], [0.72, 0.41, 0.95], [0.80, -0.17, 1.02], [-1.37, 2.27, 0.52], [-0.05, -0.67, -0.38]],
  "mulliken_charge": [-0.165, -0.856, -0.319, 0.208, -0.304, -0.414, 0.285, 0.297, 0.298, 0.362, 0.372, 0.235]
}

---

7.
{
  "formula": "C2H6N4",
  "method": "ωB97M-V with the def2-TZVPD basis set",
  "homo_lumo_gap_ev": 9.49,
  "relative_energy_kj_mol": 198.8,
  "smiles": "[H]/N=C(\\N=C)NN",
  "elements": ["N", "C", "N", "C", "N", "N", "H", "H", "H", "H", "H", "H"],
  "coordinates": [[0.4449, -0.6997, 0.3817], [-0.5768, 0.1932, 0.1500], [0.9164, -0.9743, 1.6776], [0.0497, 0.4647, -2.0504], [-0.8776, 0.3743, -1.1947], [-1.0647, 0.8546, 1.1201], [0.7540, -1.3521, -0.3200], [0.2139, -1.5142, 2.1869], [0.9931, -0.0822, 2.1629], [-1.7296, 1.5619, 0.8312], [-0.2307, 0.5181, -3.0948], [1.1073, 0.6557, -1.8502]],
  "forces_ev_per_angstrom": [[0.13, -0.30, 0.28], [0.98, 0.61, 0.74], [-0.26, -0.07, -0.09], [-0.26, 0.86, -0.15], [-0.21, -0.74, -0.82], [-0.11, -0.08, 0.27], [-0.16, 0.19, 0.05], [0.06, 0.22, -0.10], [-0.04, -0.13, -0.13], [-0.04, -0.14, -0.25], [-0.11, -0.01, -0.17], [0.01, -0.42, 0.39]],
  "mulliken_charge": [-0.078, 0.736, -0.742, -0.331, -0.480, -0.705, 0.254, 0.242, 0.285, 0.238, 0.274, 0.310]
}

---

8.
{
  "formula": "C2H6N4O",
  "method": "ωB97M-V with the def2-TZVPD basis set",
  "homo_lumo_gap_ev": 9.04,
  "relative_energy_kj_mol": 443.4,
  "smiles": "NN=C=O.C=NN",
  "elements": ["C", "N", "C", "N", "N", "N", "O", "H", "H", "H", "H", "H", "H"],
  "coordinates": [[-1.3589, 0.4329, -0.2625], [-0.4121, -0.1306, -0.9490], [1.6465, 0.0387, -0.1939], [-0.4834, -1.4698, -1.1917], [1.5238, 0.4812, 0.9569], [0.5260, 0.8813, 1.7797], [2.3660, -0.3933, -1.0198], [-0.6493, -2.0553, -0.3727], [0.3205, -1.7764, -1.7226], [0.6155, 1.8905, 1.9141], [-1.5018, 1.4916, -0.4098], [-0.4390, 0.7678, 1.2785], [-2.1538, -0.1587, 0.1929]],
  "forces_ev_per_angstrom": [[0.46, -1.08, -1.26], [-1.63, 0.82, -0.30], [1.95, 0.90, 1.85], [0.06, -0.42, 0.51], [0.18, -0.51, -1.44], [-2.45, 0.37, -0.10], [-0.81, -0.41, -0.76], [-0.09, 0.09, -0.22], [0.16, 0.10, 0.26], [0.11, -0.21, 0.02], [0.31, 0.23, 0.45], [1.83, 0.07, 1.01], [-0.07, 0.04, -0.03]],
  "mulliken_charge": [-0.745, -0.118, 0.691, -0.531, -0.146, -0.548, -0.487, 0.243, 0.281, 0.282, 0.388, 0.255, 0.435]
}

---

9.
{
  "formula": "C2H6N4O",
  "method": "ωB97M-V with the def2-TZVPD basis set",
  "homo_lumo_gap_ev": [8.92, 8.92],
  "relative_energy_kj_mol": 533.6,
  "elements": ["C", "N", "N", "C", "N", "N", "O", "H", "H", "H", "H", "H", "H"],
  "coordinates": [[-1.5994, -0.8669, 1.2398], [1.3383, 0.3909, -0.1861], [1.1167, 1.7229, -0.0114], [1.0757, -0.5380, -1.5813], [0.3529, -0.4258, 0.1785], [-0.7085, 0.1007, 0.6331], [1.5915, -1.5724, -1.8256], [1.4739, 2.3210, -0.7429], [0.1748, 1.9298, 0.3253], [0.7096, 0.2227, -2.2923], [-2.6323, -0.5806, 1.0135], [-1.3876, -1.8914, 0.9194], [-1.5055, -0.8129, 2.3300]],
  "forces_ev_per_angstrom": [[-0.43, -0.11, -0.19], [0.41, -1.64, -1.19], [-0.50, 0.50, -0.13], [2.14, 1.07, -0.72], [-2.06, 0.00, 2.16], [1.39, 0.09, 0.20], [-0.62, 0.87, 0.48], [0.15, -0.21, 0.07], [0.06, -0.17, -0.44], [-0.74, -0.32, -0.02], [0.17, -0.18, -0.08], [-0.09, 0.07, -0.02], [0.13, 0.03, -0.12]],
  "mulliken_charge": [-0.662, -0.190, -0.360, 0.159, 0.167, -0.462, -0.396, 0.252, 0.312, 0.385, 0.238, 0.315, 0.243]
}

---

10.
{
  "formula": "C2H6N4O2",
  "method": "ωB97M-V with the def2-TZVPD basis set",
  "homo_lumo_gap_ev": 9.51,
  "relative_energy_kj_mol": 491.1,
  "elements": ["C", "C", "H", "H", "H", "H", "H", "H", "N", "N", "N", "N", "O", "O"],
  "coordinates": [[0.7001, 0.6462, -0.8299], [-0.7849, -0.5932, 1.1060], [2.6885, 1.3660, -1.4200], [1.1970, 1.8026, -2.4256], [1.6707, 0.6909, 1.1605], [0.8227, -1.8561, 0.1098], [-2.7389, -1.1434, 1.1197], [-2.1484, -1.5165, -0.8255], [1.5089, 1.6750, -1.4988], [1.1012, 0.3339, 0.3396], [0.4638, -1.0196, 0.6514], [-1.7789, -1.5872, 0.7012], [-0.2149, 0.0681, -1.4406], [-1.0410, 0.4974, 1.3494]],
  "forces_ev_per_angstrom": [[-0.08, 2.32, -6.56], [-1.05, -6.46, -5.88], [-4.92, 1.35, -0.57], [-0.14, -0.05, -1.17], [-1.10, -0.08, -2.35], [-1.33, 1.76, 0.87], [2.80, -1.51, -1.45], [1.79, 0.27, 5.16], [3.75, -2.23, 2.99], [1.98, -5.52, 5.24], [2.40, 3.07, 1.52], [-4.13, 1.08, -1.50], [1.13, 1.26, 0.57], [-1.11, 4.74, 3.11]],
  "mulliken_charge": [0.521, 0.690, 0.284, 0.292, 0.255, 0.309, 0.311, 0.337, -0.631, -0.224, -0.326, -0.769, -0.586, -0.462]
}

---

11.
{
  "formula": "C2H6N4O2",
  "method": "ωB97M-V with the def2-TZVPD basis set",
  "homo_lumo_gap_ev": 9.03,
  "relative_energy_kj_mol": 571.2,
  "smiles": "[H]/N=C(\\NO)O/C=N/N",
  "elements": ["C", "C", "H", "H", "H", "H", "H", "H", "N", "N", "N", "N", "O", "O"],
  "coordinates": [[-1.2054, 0.2184, 0.3303], [1.1291, 0.6009, -0.1180], [-3.5075, 0.6724, 0.8748], [-4.0512, -0.4544, -0.6201], [-1.2780, 1.1104, 1.1388], [2.0872, 2.2331, 0.1576], [2.9573, 0.2792, -0.1422], [1.6025, -2.1455, -0.2337], [-3.4169, -0.3104, 0.2039], [-2.1368, -0.4322, -0.4546], [1.1328, 1.8551, 0.0004], [2.1932, -0.2837, -0.2283], [-0.0229, -0.0935, -0.2778], [2.3031, -1.4580, 0.3904]],
  "forces_ev_per_angstrom": [[-2.56, -0.95, -4.06], [-1.06, -1.10, 0.69], [-0.14, -3.47, -3.05], [0.10, 1.04, 1.68], [0.14, -2.48, -1.92], [-0.86, -0.34, -0.06], [3.26, 0.85, 0.32], [3.24, 2.86, 2.81], [0.04, 1.85, -0.06], [1.35, 3.67, 6.27], [0.92, 0.62, 0.07], [-1.90, 2.45, -2.15], [1.16, 0.00, 1.00], [-3.70, -5.00, -1.52]],
  "mulliken_charge": [0.074, 0.606, 0.277, 0.255, 0.226, 0.206, 0.243, 0.395, -0.475, -0.216, -0.667, -0.118, -0.353, -0.453]
}

---

12.
{
  "formula": "C2H6N4S",
  "method": "ωB97M-V with the def2-TZVPD basis set",
  "homo_lumo_gap_ev": 9.54,
  "relative_energy_kj_mol": 146.0,
  "smiles": "[H]/N=C(/N)S/C(N)=N\\[H]",
  "elements": ["C", "C", "H", "H", "H", "H", "H", "H", "N", "N", "N", "N", "S"],
  "coordinates": [[0.2162, 1.2912, 0.7266], [-0.2672, -1.0241, -0.7269], [1.7690, 1.3877, 1.5747], [1.4648, -0.2795, 1.0659], [-1.1084, 2.7447, 0.5866], [-2.3240, -1.5636, -0.6357], [-1.2861, -2.7474, -1.6335], [1.5242, -0.4452, -0.7303], [1.3948, 0.7464, 0.9309], [-0.0233, 2.5709, 0.8653], [-1.2783, -1.8545, -1.0697], [0.9698, -1.2123, -0.9936], [-1.0515, 0.3856, 0.0396]],
  "forces_ev_per_angstrom": [[-2.65, 3.23, -1.45], [0.93, -0.30, -0.51], [1.93, 0.27, 1.16], [-0.03, 1.34, 0.31], [3.41, -0.37, 0.75], [4.08, -1.33, -1.76], [0.71, 1.83, 1.05], [0.80, 1.04, -0.03], [1.33, -1.59, 0.53], [-2.53, -1.09, -0.10], [-5.03, -0.81, 0.75], [-1.75, -1.32, -0.26], [-1.22, -0.91, -0.45]],
  "mulliken_charge": [0.637, 0.725, 0.301, 0.275, 0.221, 0.216, 0.243, 0.421, -0.563, -0.760, -0.496, -0.830, -0.391]
}

---

| no. | total energy (eV) |
| --- | --- |
| 1 | -6632.1449 |
| 2 | -10724.0173 |
| 3 | -23608.3676 |
| 4 | -19513.5749 |
| 5 | -19513.7222 |
| 6 | -8126.0348 |
| 7 | -8130.0328 |
| 8 | -10175.4665 |
| 9 | -10174.5315 |
| 10 | -12221.5618 |
| 11 | -12220.7324 |
| 12 | -18965.5320 |